[1]
25
Properties=species:S:1:pos:R:3:forces:R:3 method="wB97M-V/def2-TZVPD" total_charge=+1 lumo_ha=-0.0910 spin_multiplicity=1 e_above_lowest_kj_mol=429.60
C -1.287134 1.302450 0.862678 -2.4 -2.8 1.8
C 1.173820 -0.192756 1.948464 0.1 0.5 -0.2
C 1.169469 -1.165016 -0.379867 -1.3 -0.9 -2.4
C 1.615245 1.083088 -0.098042 -2.9 0.3 -2.4
C -1.504726 -0.127242 -1.604178 2.5 -1.3 4.7
C -0.652250 0.046751 0.313835 -2.3 3.2 -3.2
N -1.782949 -1.455419 -1.711111 -3.0 -0.6 0.6
N 0.799302 -0.021605 0.488818 0.4 -1.5 -1.7
H -0.910537 1.455693 1.879278 -1.0 -0.1 0.4
H -0.823589 2.046085 0.390852 0.9 3.7 -2.4
H -2.486995 1.280327 0.767721 3.1 0.2 0.4
H 1.032158 0.864197 2.309137 0.6 -1.4 0.4
H 0.624448 -0.972245 2.567810 0.2 1.1 -1.3
H 2.200471 -0.533218 1.834595 0.3 0.4 0.8
H 1.688140 -0.896852 -1.325499 -0.7 0.5 0.7
H 1.867549 -1.740526 0.078056 2.0 -1.9 1.8
H 0.303213 -1.801631 -0.693932 0.6 0.7 0.7
H 1.260621 1.932764 0.348193 -0.6 2.5 1.1
H 2.619941 1.030460 0.081803 2.5 -0.9 0.7
H 1.451076 1.219498 -1.223402 0.0 -0.6 1.7
H -2.177576 0.593817 -1.389117 -2.9 1.6 0.7
H -0.781877 0.333027 -2.147856 2.3 0.5 -2.1
H -1.078931 -0.739514 0.800471 -0.7 -2.8 0.9
H -1.520208 -1.852969 -2.562801 0.6 -0.8 -1.5
H -2.798682 -1.689162 -1.535910 1.7 0.3 -0.2


[2]
142
Properties=species:S:1:pos:R:3:forces:R:3 method="wB97M-V/def2-TZVPD" total_charge=0 lumo_ha=-0.0708 spin_multiplicity=1
C 2.079946 6.424740 6.422102 -0.3 0.0 -0.3
C 0.442537 6.255553 6.356598 -4.2 4.2 -2.8
O -0.291437 7.220889 5.757165 4.8 -6.1 3.8
O -0.308216 5.100512 6.899904 2.2 1.6 -2.0
C -0.637699 4.130337 5.811017 -0.2 -0.2 -0.9
C -2.135094 4.424043 5.148567 0.1 0.2 0.3
C -2.921415 3.029599 4.718245 0.5 0.0 -0.5
C -3.324463 3.035911 3.103482 0.4 0.2 1.1
C -4.505030 4.149646 2.808086 -0.4 0.1 0.0
C -4.829776 4.379466 1.210369 -0.2 -1.0 0.1
C -3.456297 4.416628 0.262156 -1.5 0.2 0.1
C -3.402960 2.968885 -0.522118 -0.2 0.8 -0.6
Si -1.665345 2.643206 -1.386542 -1.5 -0.7 1.5
C -1.698465 0.762980 -1.850862 0.3 -1.4 0.3
C -0.278994 -0.024662 -1.644870 -0.6 -1.8 1.4
S 0.546981 -0.205783 -3.327680 2.2 0.0 0.7
C 2.339667 -0.645369 -2.951874 1.9 -2.0 3.6
N 2.678345 -1.413902 -1.662139 1.6 3.3 -6.3
N 4.083819 -1.555794 -1.673228 0.0 3.6 -5.9
C 4.627304 -0.892218 -2.922030 -3.3 -2.0 3.8
O 3.540270 -0.326699 -3.777856 -0.6 -2.5 5.3
C -1.683740 3.701302 -2.990235 -1.0 0.9 -2.8
C -1.426314 2.816331 -4.386510 6.8 0.2 -2.6
O -0.241867 2.689174 -4.989120 -8.2 1.0 4.2
Cl -2.865103 1.954138 -5.259732 1.8 1.2 1.5
O -0.474338 3.087869 -0.184344 1.1 -0.1 -3.5
Si 1.083692 3.506794 -0.856725 0.0 0.0 0.1
O 1.422654 2.872704 -2.456855 -0.3 2.9 1.5
I 2.791413 2.433615 0.660424 -0.8 0.3 -0.6
C 1.380948 5.445040 -0.895557 -0.4 0.2 -0.8
C 2.947497 5.703908 -1.302879 -0.3 0.8 -0.8
C 3.813329 6.581513 -0.222627 1.7 -0.8 0.1
C 3.506274 6.248361 1.352708 0.2 1.4 0.4
C 5.413422 6.167986 -0.478474 -0.6 -1.1 0.1
H 2.612231 5.419803 6.075608 -1.2 2.2 1.0
H 2.365372 7.301084 5.678463 -0.9 -2.0 1.5
H 2.450491 6.774286 7.486523 -1.0 -1.1 -2.1
H 0.205780 4.257374 4.991266 -1.8 -0.6 1.5
H -0.598185 3.049833 6.303906 -0.1 2.4 -1.1
H -2.741592 5.012618 5.960004 1.2 -1.2 -1.5
H -2.043247 5.157682 4.214657 -0.1 -1.7 2.0
H -3.876047 2.862307 5.402361 2.0 0.3 -1.5
H -2.178029 2.108370 4.858360 -1.6 1.9 -0.1
H -3.646030 1.932502 2.851191 0.3 2.3 0.2
H -2.315784 3.250378 2.528554 -2.1 -0.3 1.0
H -5.477846 3.765469 3.382323 2.0 0.9 -1.4
H -4.270868 5.215980 3.261971 -0.1 -2.3 -0.7
H -5.462723 3.427895 0.866155 1.3 2.1 0.6
H -5.526216 5.314273 1.018764 1.6 -1.8 0.6
H -3.624561 5.311523 -0.496773 0.6 -2.0 1.3
H -2.498585 4.671059 0.885415 -1.8 -0.7 -1.2
H -3.745383 2.066306 0.145350 0.8 1.9 -1.1
H -4.186063 3.047043 -1.410541 1.4 -0.3 1.8
H -2.091096 0.531798 -2.928438 0.6 0.5 1.9
H -2.475232 0.246954 -1.105372 1.7 1.1 -1.6
H -0.561443 -1.135042 -1.308463 0.8 2.5 -0.7
H 0.413432 0.394316 -0.800618 -1.2 -0.5 -1.9
H 5.781249 -0.860011 -3.130173 -2.9 0.2 -0.1
H -0.973315 4.630619 -2.998952 -1.1 -1.9 -0.2
H -2.784509 4.142148 -3.133096 2.3 -1.0 0.4
H 1.696053 3.692586 -3.001675 -0.7 -2.0 0.9
H 0.711740 5.849903 -1.792923 1.2 -0.7 1.9
H 1.022336 5.981968 0.080390 0.8 -1.1 -1.9
H 2.941659 6.333467 -2.315613 0.1 -1.4 2.1
H 3.442409 4.663961 -1.589118 -0.7 2.2 0.9
H 3.765794 7.748352 -0.428299 -0.4 -2.5 0.4
H 4.218854 6.964469 1.988303 -1.5 -1.5 -1.3
H 2.402530 6.566976 1.665775 2.3 -0.9 -0.7
H 3.770875 5.157747 1.690691 -0.7 2.1 -1.0
H 5.552019 5.079636 -0.017316 -0.2 2.3 -0.9
H 6.154928 6.886424 0.072497 -1.4 -1.3 -1.2
H 5.654615 6.045188 -1.633417 -0.4 0.6 2.4
C -3.664140 -3.360861 -2.091662 0.3 0.1 -0.1
C -4.369135 -4.289271 -1.442233 -1.8 0.6 -0.1
C -3.704662 -5.458753 -0.803154 0.3 -0.9 0.5
O -4.376915 -6.285623 -0.197041 0.1 0.8 -0.5
C -2.243888 -5.577047 -0.932561 -0.4 -0.1 0.2
C -1.539479 -4.650343 -1.584997 1.8 -0.6 0.0
C -2.200970 -3.467007 -2.200041 -0.2 0.9 -0.6
O -1.524729 -2.622400 -2.777530 -0.3 -0.9 0.5
O -0.166685 -4.756713 -1.712730 -2.3 0.8 -0.5
O -5.744983 -4.197630 -1.338478 1.8 -0.8 0.3
H -4.134001 -2.504567 -2.558899 0.0 0.0 0.0
H -1.775695 -6.441103 -0.478754 0.0 0.0 0.0
H 0.109904 -3.964801 -2.223490 0.0 -0.2 0.2
H -6.020790 -4.986337 -0.822581 0.1 0.3 -0.2
C -5.195940 -1.208460 -8.295865 0.0 -0.3 -0.2
C -5.038483 -0.533104 -7.155767 0.0 1.8 -0.5
C -4.937535 -1.236925 -5.847302 0.1 -0.3 1.0
O -4.774133 -0.590487 -4.818501 -0.2 -0.2 -0.8
C -5.044868 -2.704258 -5.843952 0.1 0.4 0.2
C -5.205797 -3.379178 -6.983789 -0.1 -1.9 0.6
C -5.278987 -2.677127 -8.294476 -0.1 0.2 -1.1
O -5.408781 -3.326046 -9.327053 0.1 0.2 1.0
O -5.310121 -4.758053 -6.987609 0.1 1.9 -0.8
O -4.962241 0.847570 -7.148912 -0.1 -1.9 0.7
H -5.268539 -0.709751 -9.254165 0.0 0.0 0.1
H -4.987788 -3.201980 -4.884393 0.0 0.0 -0.1
H -5.418873 -5.008806 -7.930900 0.1 0.1 0.4
H -4.847449 1.097812 -6.206320 -0.2 -0.1 -0.4
C -4.232997 -7.876197 2.606535 0.0 -0.3 -0.2
C -4.075539 -7.200841 3.746633 0.0 1.6 -0.5
C -3.974591 -7.904662 5.055098 0.1 -0.1 1.0
O -3.811189 -7.258224 6.083899 -0.1 -0.2 -0.8
C -4.081924 -9.371995 5.058449 0.0 0.3 0.2
C -4.242853 -10.046915 3.918611 -0.1 -1.8 0.6
C -4.316044 -9.344864 2.607924 -0.1 0.2 -1.1
O -4.445838 -9.993783 1.575347 0.1 0.2 0.9
O -4.347178 -11.425790 3.914792 0.1 1.8 -0.8
O -3.999297 -5.820167 3.753488 0.0 -1.7 0.8
H -4.305595 -7.377487 1.648235 0.0 -0.1 0.1
H -4.024845 -9.869717 6.018007 0.0 0.0 -0.1
H -4.455929 -11.676542 2.971501 0.1 0.1 0.4
H -3.884505 -5.569925 4.696081 0.0 -0.1 -0.4
C 3.998278 -7.527667 -2.634088 0.4 -0.1 0.1
C 2.938145 -6.859621 -2.175224 -1.4 -0.4 -1.3
C 3.009254 -6.065285 -0.917603 -0.3 0.8 0.9
O 2.024027 -5.446528 -0.530979 1.0 -0.8 -0.4
C 4.280202 -6.060428 -0.176479 -0.3 0.1 -0.1
C 5.339183 -6.731356 -0.633708 1.2 0.3 1.3
C 5.275829 -7.502821 -1.905307 0.3 -0.6 -0.8
O 6.271219 -8.094417 -2.309504 -0.5 0.5 0.5
O 6.535885 -6.733293 0.059183 -1.2 -0.5 -1.4
O 1.733248 -6.880424 -2.853391 1.4 0.4 1.4
H 3.961213 -8.107186 -3.547928 0.0 0.0 0.1
H 4.312925 -5.493686 0.745189 0.0 0.0 -0.1
H 7.145722 -7.287548 -0.475046 -0.3 0.2 0.2
H 1.125302 -6.321292 -2.322306 0.1 -0.1 -0.2
C 8.479000 1.494642 2.952631 0.4 0.1 0.0
C 7.168101 1.729715 2.868942 -0.9 -1.7 0.3
C 6.642437 3.099882 2.616049 -0.5 0.8 -0.2
O 5.433424 3.281764 2.525393 0.7 -0.4 0.2
C 7.613411 4.197812 2.488145 -0.4 -0.1 0.0
C 8.924115 3.963077 2.575320 0.8 1.7 -0.2
C 9.450323 2.588857 2.800612 0.7 -0.9 0.2
O 10.661033 2.401598 2.857830 -0.8 0.5 -0.1
O 9.842057 4.990691 2.458762 -0.6 -1.9 0.3
O 6.249011 0.706716 3.013402 0.7 1.9 -0.3
H 8.874895 0.503309 3.133860 0.0 0.1 0.0
H 7.217200 5.191424 2.322347 0.0 0.0 0.0
H 10.722395 4.566328 2.555823 -0.4 0.2 0.0
H 5.369034 1.130147 2.910320 0.3 -0.2 0.0


| no. | E_HOMO (eV) |
| --- | --- |
| 1 | -12.245 |
| 2 | -8.381 |